Below is the ion C4H10NO with charge -1, with properties calculated with ωB97M-V/def2-TZVPD.

Geometry (Å):
C (1.10, -1.42, 0.55)
N (0.37, -0.53, 1.50)
C (-0.95, -0.10, 0.92)
C (-0.99, 0.68, -0.44)
C (0.23, 1.12, -1.35)
O (0.68, 2.35, -1.14)
H (1.83, -0.91, -0.07)
H (0.43, -1.83, -0.21)
H (1.62, -2.11, 1.22)
H (0.84, 0.37, 1.36)
H (-1.50, 0.41, 1.71)
H (-1.53, -1.03, 0.85)
H (-1.65, 0.12, -1.11)
H (-1.32, 1.68, -0.15)
H (0.97, 0.28, -1.22)
H (-0.13, 0.93, -2.42)

## Properties
charge = -1
lowest unoccupied orbital energy = 4.1298 eV
SMILES = CNCCC[O-]
maximum force = 2.51 eV Å⁻¹
energy relative to the best compared isomer or geometry (same formula, charge and spin) = 1.5732 eV
HOMO energy = -0.0846 Ha
HOMO-LUMO gap = 6.43 eV

Here are the natural (NBO) charges for atoms 1 to 2, given in e: -0.4395, -0.6409

=====

Below is a structure of composition C2H3F3O3SZn, with properties calculated with ωB97M-V/def2-TZVPD.

Geometry (Å):
O (-0.51, -2.39, -0.47)
Zn (-0.44, -1.74, -2.06)
S (-0.47, 0.65, -0.45)
O (-0.38, 2.12, -0.54)
O (0.13, 0.01, -1.68)
C (0.64, 0.27, 1.02)
F (1.00, 1.38, 1.62)
F (-0.01, -0.49, 1.89)
F (1.72, -0.35, 0.57)
C (-2.14, 0.20, -0.10)
H (-2.75, 1.02, -0.50)
H (-2.36, -0.71, -0.74)
H (-2.25, 0.15, 0.99)

## Properties
lowest unoccupied orbital energy (alpha / beta) = -1.3018 / -1.3048 eV
maximum force = 4.13 eV Å⁻¹
HOMO energy (alpha / beta) = -0.3064 / -0.3067 Ha
HOMO-LUMO gap (alpha / beta) = 7.04 / 7.04 eV

Here are the natural (NBO) charges for atoms 1 to 2, given in e: -1.4544, 1.4586

=====

Below is a cluster of 4 separate species, C7H19NO3 in total, with properties calculated with ωB97M-V/def2-TZVPD.

Geometry (Å):
C (2.40, 1.91, -1.50)
C (1.17, 1.08, -1.07)
C (1.27, 0.32, 0.00)
C (0.30, -0.76, 0.40)
C (0.11, -0.98, 1.69)
N (-0.45, -2.06, 2.35)
C (-0.23, -1.61, -0.70)
C (-1.78, -1.52, -0.93)
H (2.13, 2.59, -2.32)
H (3.09, 1.19, -1.95)
H (2.77, 2.45, -0.64)
H (0.39, 1.16, -1.81)
H (2.07, 0.49, 0.72)
H (0.43, -0.27, 2.46)
H (-0.76, -2.02, 3.31)
H (-1.02, -2.65, 1.76)
H (0.32, -1.47, -1.62)
H (-0.11, -2.69, -0.50)
H (-1.93, -2.20, -1.76)
H (-2.08, -0.57, -1.34)
H (-2.40, -1.76, -0.06)
O (-2.29, 1.45, 1.32)
H (-1.33, 1.35, 1.40)
H (-2.51, 0.90, 0.58)
O (-3.29, 1.21, -2.38)
H (-2.61, 1.41, -3.02)
H (-3.03, 1.83, -1.66)
O (2.81, 0.45, 2.66)
H (3.05, -0.33, 2.12)
H (3.52, 1.09, 2.50)

## Properties
lowest unoccupied orbital energy = 0.6155 eV
SMILES = C/C=C/C(=C/N)CC.O.O.O
maximum force = 2.42 eV Å⁻¹
energy relative to the best compared isomer or geometry (same formula, charge and spin) = 0.5254 eV
HOMO energy = -0.2780 Ha
HOMO-LUMO gap = 8.18 eV

Here are the natural (NBO) charges for atoms 1 to 2, given in e: -0.6424, -0.2009

=====

Below is a cluster of 14 separate species, C51H126N14O19 in total, with properties calculated with ωB97M-V/def2-TZVPD.

Geometry (Å):
C (7.03, 1.38, 1.54)
C (6.63, 2.89, 1.51)
O (6.92, 3.54, 0.24)
O (8.36, 1.23, 1.05)
H (6.33, 0.88, 0.87)
H (6.94, 0.86, 2.50)
H (7.09, 3.46, 2.31)
H (5.58, 3.03, 1.77)
H (6.22, 4.18, 0.13)
H (8.41, 1.91, 0.37)
C (6.22, -1.08, 6.37)
C (5.83, -2.62, 6.65)
O (6.76, -3.41, 7.31)
O (6.50, -0.18, 7.37)
H (5.54, -0.68, 5.61)
H (7.14, -1.03, 5.78)
H (5.75, -3.04, 5.64)
H (4.85, -2.63, 7.12)
H (6.53, -3.34, 8.24)
H (5.66, 0.29, 7.38)
C (6.73, -8.93, 2.36)
C (5.97, -9.31, 1.02)
O (6.29, -8.31, 0.05)
O (5.95, -7.84, 2.83)
H (7.73, -8.58, 2.15)
H (6.63, -9.78, 3.04)
H (4.89, -9.38, 1.17)
H (6.43, -10.25, 0.74)
H (6.23, -7.42, 0.40)
H (6.45, -7.04, 2.65)
C (8.45, -4.00, -2.63)
C (8.70, -3.06, -3.94)
O (9.24, -3.87, -5.03)
O (9.74, -4.44, -2.23)
H (7.75, -4.76, -2.98)
H (7.98, -3.40, -1.85)
H (9.47, -2.32, -3.72)
H (7.75, -2.62, -4.22)
H (10.05, -4.22, -4.65)
H (10.07, -4.87, -3.02)
C (2.07, 9.06, 4.05)
C (1.71, 7.74, 3.34)
O (1.61, 6.76, 4.41)
O (0.88, 9.94, 4.38)
H (2.69, 9.61, 3.34)
H (2.76, 8.83, 4.85)
H (2.49, 7.42, 2.65)
H (0.76, 7.86, 2.81)
H (2.27, 6.08, 4.25)
H (1.15, 10.37, 5.19)
C (-4.82, -1.08, 5.27)
O (-3.94, -0.28, 5.47)
N (-4.67, -2.32, 5.47)
N (-5.83, -0.78, 4.57)
H (-3.79, -2.65, 5.81)
H (-5.46, -2.94, 5.59)
H (-6.07, 0.19, 4.39)
H (-6.40, -1.55, 4.26)
C (-0.49, -4.67, 8.24)
O (0.68, -4.39, 8.11)
N (-1.39, -3.83, 8.66)
N (-0.99, -5.89, 8.16)
H (-1.11, -2.97, 9.12)
H (-2.31, -4.23, 8.78)
H (-1.99, -5.88, 8.09)
H (-0.29, -6.44, 7.69)
C (1.08, 1.15, 6.95)
O (1.98, 1.28, 7.76)
N (0.83, 1.96, 6.00)
N (0.31, 0.23, 6.81)
H (1.64, 2.55, 5.86)
H (0.04, 2.09, 5.39)
H (0.47, -0.71, 7.13)
H (-0.52, 0.40, 6.25)
C (1.75, -9.75, 5.13)
O (1.81, -10.41, 4.13)
N (0.98, -10.07, 6.06)
N (2.42, -8.68, 5.47)
H (1.10, -9.69, 6.98)
H (0.36, -10.86, 5.93)
H (2.02, -7.97, 6.06)
H (3.13, -8.38, 4.83)
C (9.24, -3.55, 2.83)
O (8.27, -4.30, 2.72)
N (10.01, -3.22, 1.86)
N (9.63, -2.90, 3.93)
H (9.84, -3.65, 0.96)
H (10.79, -2.64, 2.14)
H (9.26, -3.12, 4.84)
H (10.43, -2.30, 3.77)
C (-5.98, 7.25, 2.78)
C (-4.51, 6.93, 2.31)
C (-4.60, 5.87, 1.18)
C (-5.00, 6.48, -0.22)
C (-4.13, 7.68, -0.47)
C (-4.13, 8.84, 0.60)
N (-3.80, 8.16, 1.86)
O (-3.52, 9.04, 2.83)
C (-3.09, 9.89, 0.11)
C (-5.42, 9.58, 0.77)
C (-3.62, 6.28, 3.34)
H (-6.65, 7.09, 1.93)
H (-6.12, 8.19, 3.31)
H (-6.28, 6.51, 3.53)
H (-3.73, 5.22, 1.06)
H (-5.28, 5.18, 1.66)
H (-6.06, 6.69, -0.37)
H (-4.69, 5.75, -0.96)
H (-4.58, 8.05, -1.39)
H (-3.08, 7.42, -0.60)
H (-2.23, 9.53, -0.47)
H (-3.42, 10.68, -0.56)
H (-2.72, 10.39, 1.00)
H (-5.65, 10.24, -0.07)
H (-6.23, 8.90, 1.04)
H (-5.24, 10.32, 1.55)
H (-4.04, 5.37, 3.77)
H (-3.50, 6.78, 4.30)
H (-2.62, 6.07, 2.95)
H (-2.57, 9.13, 2.94)
C (2.39, 0.33, -0.34)
C (1.08, -0.18, 0.35)
C (0.15, -0.83, -0.76)
C (0.56, -2.24, -1.16)
C (0.64, -3.06, 0.14)
C (1.57, -2.55, 1.24)
N (1.35, -1.14, 1.53)
O (2.27, -0.61, 2.45)
C (1.15, -3.33, 2.56)
C (3.08, -2.89, 1.02)
C (0.34, 1.13, 0.84)
H (2.15, 1.06, -1.11)
H (2.92, -0.49, -0.84)
H (2.94, 0.91, 0.40)
H (-0.73, -0.98, -0.14)
H (-0.21, -0.11, -1.49)
H (1.56, -2.13, -1.59)
H (-0.05, -2.61, -1.98)
H (1.10, -4.00, -0.15)
H (-0.31, -3.34, 0.60)
H (1.29, -4.41, 2.54)
H (1.75, -2.92, 3.37)
H (0.10, -3.19, 2.80)
H (3.61, -2.07, 0.54)
H (3.65, -2.89, 1.95)
H (3.29, -3.90, 0.66)
H (0.99, 1.66, 1.54)
H (-0.50, 0.83, 1.47)
H (0.04, 1.77, 0.01)
H (1.76, -0.77, 3.25)
C (-0.84, 2.09, -7.97)
C (-1.27, 0.89, -8.78)
C (-2.72, 1.22, -9.22)
C (-3.25, 0.27, -10.27)
C (-2.25, 0.12, -11.40)
C (-0.78, -0.11, -11.09)
N (-0.41, 0.83, -10.02)
O (0.94, 1.06, -9.86)
C (-0.46, -1.58, -10.80)
C (0.06, 0.27, -12.44)
C (-0.86, -0.31, -7.84)
H (0.21, 1.96, -7.71)
H (-1.54, 2.30, -7.16)
H (-0.91, 2.99, -8.58)
H (-3.29, 1.39, -8.30)
H (-2.61, 2.20, -9.68)
H (-4.16, 0.68, -10.71)
H (-3.61, -0.62, -9.77)
H (-2.24, 1.08, -11.91)
H (-2.79, -0.49, -12.12)
H (-0.16, -2.14, -11.68)
H (0.37, -1.66, -10.09)
H (-1.25, -2.22, -10.41)
H (0.00, 1.35, -12.55)
H (1.14, 0.20, -12.34)
H (-0.42, -0.02, -13.38)
H (0.16, -0.64, -7.64)
H (-1.12, -1.17, -8.47)
H (-1.54, -0.34, -6.99)
H (1.08, 2.01, -9.94)
C (-6.74, -1.12, -5.64)
C (-7.36, -0.54, -4.32)
C (-8.81, -1.18, -4.15)
C (-9.45, -1.19, -2.81)
C (-8.47, -1.67, -1.70)
C (-7.05, -1.02, -1.74)
N (-6.56, -1.00, -3.20)
O (-5.27, -0.74, -3.31)
C (-7.00, 0.42, -1.04)
C (-6.20, -2.12, -0.97)
C (-7.50, 0.96, -4.41)
H (-5.76, -0.66, -5.72)
H (-7.38, -0.80, -6.46)
H (-6.73, -2.21, -5.53)
H (-9.50, -0.80, -4.89)
H (-8.81, -2.26, -4.30)
H (-10.38, -1.73, -2.64)
H (-9.72, -0.19, -2.49)
H (-8.34, -2.76, -1.72)
H (-8.93, -1.55, -0.72)
H (-7.20, 0.22, 0.01)
H (-6.04, 0.93, -0.97)
H (-7.61, 1.26, -1.36)
H (-6.22, -3.13, -1.40)
H (-5.14, -1.93, -0.79)
H (-6.49, -2.29, 0.06)
H (-8.10, 1.15, -5.30)
H (-6.52, 1.43, -4.38)
H (-7.97, 1.26, -3.48)
H (-4.94, -1.58, -3.62)

## Properties
lowest unoccupied orbital energy = -0.2243 eV
maximum force = 13.46 eV Å⁻¹
HOMO energy = -0.2882 Ha
HOMO-LUMO gap = 7.62 eV

Here are the Mulliken charges for atoms 1 to 2, given in e: -0.2381, -0.4063

=====

Below is the ion C7H11N2O2 with charge +1, with properties calculated with ωB97M-V/def2-TZVPD.

Geometry (Å):
C (2.84, 0.54, 0.87)
C (1.50, 0.26, 0.35)
C (0.44, 0.99, 0.71)
N (-0.96, 0.64, 0.09)
C (-1.08, 1.33, -1.21)
C (-1.10, -0.80, 0.07)
C (-2.50, -1.33, 0.19)
O (-1.73, -1.15, 1.29)
N (0.00, -1.43, -0.48)
C (1.31, -0.99, -0.40)
O (2.24, -1.60, -0.85)
H (3.38, 0.04, 0.09)
H (3.20, -0.01, 1.68)
H (3.16, 1.54, 1.04)
H (0.42, 1.84, 1.26)
H (-1.70, 1.04, 0.62)
H (-0.31, 1.01, -1.82)
H (-2.13, 1.12, -1.51)
H (-1.08, 2.46, -1.01)
H (-3.27, -0.64, 0.07)
H (-2.56, -2.39, -0.25)
H (-0.09, -2.46, -0.79)

## Properties
charge = +1
lowest unoccupied orbital energy = -4.0172 eV
SMILES = CC1=C[N@@H+](C)[C@@]2(CO2)NC1=O
maximum force = 4.56 eV Å⁻¹
energy relative to the best compared isomer or geometry (same formula, charge and spin) = 2.0250 eV
HOMO energy = -0.5277 Ha
HOMO-LUMO gap = 10.34 eV

Here are the natural (NBO) charges for atoms 1 to 2, given in e: -0.6736, -0.0476

=====

Below is the ion C5H10N with charge +1, with properties calculated with ωB97M-V/def2-TZVPD.

Geometry (Å):
C (-1.38, -0.88, -0.09)
C (-0.21, -0.69, 0.84)
C (-0.35, 0.39, 1.84)
C (0.61, 0.57, 0.65)
C (1.22, 1.06, -0.44)
N (1.22, 0.22, -1.66)
H (-2.19, -1.46, 0.46)
H (-1.11, -1.37, -1.02)
H (-1.98, 0.06, -0.34)
H (0.33, -1.63, 1.19)
H (-1.26, 1.05, 1.84)
H (0.09, 0.42, 2.83)
H (1.57, 2.06, -0.34)
H (1.71, -0.61, -1.50)
H (1.60, 0.71, -2.55)
H (0.13, 0.08, -1.73)

## Properties
charge = +1
lowest unoccupied orbital energy = -3.7212 eV
SMILES = C[C@@H]1C/C1=C/[NH3+]
maximum force = 4.49 eV Å⁻¹
energy relative to the best compared isomer or geometry (same formula, charge and spin) = 2.6337 eV
HOMO energy = -0.5328 Ha
HOMO-LUMO gap = 10.78 eV

Here are the natural (NBO) charges for atoms 1 to 2, given in e: -0.6571, -0.3003

=====

Question: Number 5 is which compound?
Answer: C7H11N2O2

=====

Repeat the second record exactly.
Below is a structure of composition C2H3F3O3SZn, with properties calculated with ωB97M-V/def2-TZVPD.

Geometry (Å):
O (-0.51, -2.39, -0.47)
Zn (-0.44, -1.74, -2.06)
S (-0.47, 0.65, -0.45)
O (-0.38, 2.12, -0.54)
O (0.13, 0.01, -1.68)
C (0.64, 0.27, 1.02)
F (1.00, 1.38, 1.62)
F (-0.01, -0.49, 1.89)
F (1.72, -0.35, 0.57)
C (-2.14, 0.20, -0.10)
H (-2.75, 1.02, -0.50)
H (-2.36, -0.71, -0.74)
H (-2.25, 0.15, 0.99)

## Properties
lowest unoccupied orbital energy (alpha / beta) = -1.3018 / -1.3048 eV
maximum force = 4.13 eV Å⁻¹
HOMO energy (alpha / beta) = -0.3064 / -0.3067 Ha
HOMO-LUMO gap (alpha / beta) = 7.04 / 7.04 eV

Here are the natural (NBO) charges for atoms 1 to 2, given in e: -1.4544, 1.4586

=====

Question: Look up the maximum force of the fourth one.
Answer: 13.46 eV Å⁻¹